[1]
{
  "formula": "C2H3BrN",
  "method": "ωB97M-V with the def2-TZVPD basis set",
  "elements": ["C", "C", "N", "Br", "H", "H", "H"],
  "xyz": [[-1.036, -1.394, 0.145], [-3.344, 0.637, 0.159], [-0.285, -0.206, 0.062], [-4.927, -0.045, 0.127], [0.608, -0.526, -0.021], [-0.743, 0.337, 0.750], [-0.451, 0.173, -0.936]],
  "relative_energy_ev": 7.6510,
  "molar_mass_da": 120.96,
  "orbital_gap_ev": [6.4, 8.1],
  "charge": 1,
  "e_homo_ev": [-12.44, -14.70],
  "lumo_ev": [-6.09, -6.62]
}

---

[2]
{
  "formula": "C22H55N2O9Sr2",
  "method": "ωB97M-V with the def2-TZVPD basis set",
  "elements": ["Sr", "Sr", "C", "C", "O", "O", "H", "H", "H", "C", "O", "H", "H", "H", "H", "C", "O", "H", "H", "H", "H", "O", "H", "H", "O", "H", "H", "O", "H", "H", "C", "C", "C", "C", "C", "C", "N", "O", "C", "C", "C", "H", "H", "H", "H", "H", "H", "H", "H", "H", "H", "H", "H", "H", "H", "H", "H", "H", "H", "H", "C", "C", "C", "C", "C", "C", "N", "O", "C", "C", "C", "H", "H", "H", "H", "H", "H", "H", "H", "H", "H", "H", "H", "H", "H", "H", "H", "H", "H", "H"],
  "xyz": [[2.271, 5.599, 0.171], [-1.091, 5.235, -3.152], [-0.425, 1.531, -0.176], [0.092, 2.811, -0.752], [1.110, 3.376, -0.226], [-0.459, 3.249, -1.824], [0.271, 1.072, 0.520], [-0.638, 0.819, -0.973], [-1.367, 1.747, 0.339], [3.376, 0.310, 0.514], [4.212, 1.170, -0.282], [2.925, 0.866, 1.347], [2.598, -0.095, -0.135], [3.986, -0.460, 0.979], [3.678, 1.477, -1.017], [-2.431, 1.408, -4.183], [-2.746, 1.893, -2.868], [-3.031, 0.516, -4.373], [-2.784, 2.115, -4.943], [-1.381, 1.128, -4.269], [-1.937, 2.220, -2.466], [2.839, 2.425, -2.449], [2.243, 2.549, -1.699], [2.474, 2.957, -3.161], [-3.022, 4.872, -1.541], [-3.744, 5.506, -1.430], [-3.032, 4.357, -0.697], [-3.567, 3.469, 0.849], [-4.299, 3.658, 1.452], [-2.788, 3.680, 1.378], [4.071, -0.624, -4.106], [3.079, -1.702, -3.636], [1.739, -0.990, -3.441], [0.528, -1.943, -3.368], [0.511, -2.887, -4.557], [1.821, -3.631, -4.797], [2.939, -2.683, -4.700], [4.154, -3.284, -5.006], [1.956, -4.823, -3.829], [1.799, -4.209, -6.224], [3.601, -2.304, -2.313], [3.696, -0.145, -5.007], [5.067, -1.036, -4.264], [4.194, 0.122, -3.316], [1.774, -0.444, -2.493], [1.467, -0.324, -4.266], [-0.401, -1.367, -3.312], [0.551, -2.540, -2.446], [0.228, -2.335, -5.462], [-0.280, -3.631, -4.443], [2.006, -4.505, -2.785], [1.064, -5.445, -3.885], [2.839, -5.416, -4.059], [0.894, -4.816, -6.311], [1.742, -3.446, -6.998], [2.652, -4.858, -6.402], [2.876, -2.898, -1.761], [3.935, -1.511, -1.641], [4.489, -2.892, -2.542], [4.364, -3.922, -4.303], [-2.457, 0.792, 3.117], [-1.549, 1.076, 4.326], [-2.226, 2.154, 5.178], [-3.356, 1.634, 6.029], [-2.836, 0.509, 6.912], [-2.209, -0.635, 6.118], [-1.251, -0.069, 5.174], [-0.592, -1.084, 4.443], [-1.448, -1.513, 7.111], [-3.299, -1.501, 5.472], [-0.201, 1.622, 3.855], [-2.406, 1.612, 2.397], [-3.486, 0.661, 3.437], [-2.171, -0.118, 2.579], [-1.493, 2.690, 5.790], [-2.595, 2.954, 4.514], [-4.248, 1.330, 5.471], [-3.742, 2.419, 6.688], [-3.640, 0.102, 7.522], [-2.081, 0.954, 7.564], [-2.154, -2.192, 7.599], [-0.712, -2.116, 6.587], [-1.017, -0.940, 7.929], [-4.137, -1.699, 6.136], [-3.760, -1.023, 4.600], [-2.866, -2.433, 5.105], [0.447, 1.742, 4.725], [-0.300, 2.606, 3.382], [0.303, 0.889, 3.222], [-1.207, -1.400, 3.762]],
  "relative_energy_ev": 0.0000,
  "molar_mass_da": 666.93,
  "orbital_gap_ev": 1.5,
  "charge": 3,
  "e_homo_ev": -13.49,
  "lumo_ev": -12.00
}

---

[3]
{
  "formula": "C39H39BN11Na",
  "method": "ωB97M-V with the def2-TZVPD basis set",
  "elements": ["Na", "C", "C", "C", "C", "C", "N", "N", "B", "N", "N", "C", "C", "C", "C", "C", "N", "N", "C", "C", "C", "C", "C", "H", "H", "H", "H", "H", "H", "H", "H", "H", "H", "H", "H", "H", "H", "H", "H", "H", "H", "H", "H", "H", "H", "C", "C", "C", "C", "N", "C", "N", "C", "N", "C", "N", "C", "C", "C", "C", "C", "N", "C", "C", "C", "C", "C", "C", "H", "H", "H", "H", "H", "H", "H", "H", "H", "H", "H", "H", "C", "C", "C", "C", "C", "C", "H", "H", "H", "H", "H"],
  "xyz": [[-0.381, 0.833, 0.076], [5.185, 0.516, 3.105], [4.390, -0.658, 2.627], [4.688, -2.030, 2.727], [3.610, -2.672, 2.150], [3.405, -4.146, 2.015], [2.749, -1.714, 1.734], [3.229, -0.482, 2.023], [1.325, -1.777, 1.113], [0.268, -1.397, 2.179], [-0.924, -0.948, 1.709], [-1.675, -0.677, 2.763], [-3.026, -0.067, 2.591], [-0.973, -0.966, 3.946], [0.264, -1.411, 3.531], [1.430, -1.806, 4.378], [1.064, -3.207, 0.560], [1.686, -3.519, -0.604], [1.339, -4.760, -0.898], [1.839, -5.411, -2.148], [0.474, -5.275, 0.084], [0.316, -4.248, 0.995], [-0.510, -4.236, 2.241], [6.154, 0.582, 2.604], [4.628, 1.432, 2.914], [5.373, 0.453, 4.180], [5.562, -2.498, 3.155], [4.283, -4.658, 2.414], [2.531, -4.493, 2.573], [3.267, -4.444, 0.976], [1.224, -0.993, 0.194], [-3.284, -0.042, 1.533], [-3.794, -0.633, 3.124], [-3.022, 0.959, 2.964], [-1.293, -0.815, 4.965], [1.128, -1.785, 5.426], [1.800, -2.807, 4.150], [2.261, -1.114, 4.235], [2.506, -4.724, -2.668], [2.386, -6.332, -1.931], [1.015, -5.665, -2.819], [0.002, -6.245, 0.125], [-1.095, -5.156, 2.283], [0.113, -4.187, 3.137], [-1.188, -3.383, 2.264], [-2.618, -3.041, -0.545], [-3.889, -2.499, -0.400], [-4.171, -1.281, -0.981], [-3.163, -0.604, -1.691], [-1.934, -1.121, -1.813], [-1.685, -2.305, -1.256], [-3.521, 0.555, -2.355], [-2.722, 1.570, -2.476], [-1.534, 1.845, -1.889], [-1.122, 3.076, -2.320], [-0.080, 3.782, -2.036], [0.965, 3.326, -1.238], [1.548, 4.254, -0.364], [2.615, 3.868, 0.414], [3.108, 2.574, 0.292], [2.490, 1.733, -0.613], [1.444, 2.082, -1.367], [-2.137, 3.648, -3.259], [-2.198, 4.841, -3.951], [-3.313, 5.064, -4.756], [-4.326, 4.111, -4.855], [-4.250, 2.912, -4.151], [-3.141, 2.706, -3.355], [-2.346, -3.992, -0.109], [-4.651, -3.026, 0.164], [-5.149, -0.822, -0.912], [-0.673, -2.678, -1.383], [1.110, 5.239, -0.289], [3.044, 4.557, 1.132], [3.919, 2.205, 0.903], [2.826, 0.706, -0.717], [-1.402, 5.569, -3.858], [-3.400, 5.990, -5.313], [-5.183, 4.311, -5.489], [-5.026, 2.158, -4.213], [-0.601, 4.495, 3.998], [0.253, 3.401, 4.083], [0.308, 2.471, 3.045], [-0.460, 2.555, 1.863], [-1.305, 3.684, 1.837], [-1.388, 4.631, 2.859], [-0.653, 5.225, 4.801], [0.880, 3.273, 4.965], [0.999, 1.635, 3.167], [-1.936, 3.852, 0.961], [-2.064, 5.479, 2.767]],
  "relative_energy_ev": 0.0000,
  "molar_mass_da": 695.62,
  "orbital_gap_ev": 5.2,
  "charge": -2,
  "e_homo_ev": -1.22,
  "lumo_ev": 3.96
}

---

[4]
{
  "formula": "C8H11BrFN",
  "method": "ωB97M-V with the def2-TZVPD basis set",
  "elements": ["Br", "C", "N", "C", "C", "C", "C", "H", "H", "H", "H", "H", "H", "C", "C", "C", "F", "H", "H", "H", "H", "H"],
  "xyz": [[-2.606, -1.377, 1.104], [-1.450, 0.113, 1.364], [-1.726, 1.136, 0.730], [-0.911, 2.305, 0.758], [0.520, 2.048, 1.451], [0.654, 0.824, 2.293], [-0.416, -0.025, 2.410], [-1.615, 2.930, 1.259], [-0.673, 2.824, -0.191], [0.727, 2.790, 2.201], [1.270, 2.137, 0.693], [1.532, 0.830, 2.796], [-0.480, -0.822, 3.099], [-0.112, -0.531, -3.226], [0.262, -1.137, -2.097], [0.458, -2.617, -1.835], [0.078, -0.524, -0.974], [-0.173, 0.582, -3.251], [-0.032, -1.074, -4.201], [0.155, -2.768, -0.774], [-0.134, -3.295, -2.497], [1.470, -2.881, -2.013]],
  "relative_energy_ev": 0.9727,
  "molar_mass_da": 220.09,
  "smiles": "BrC1=NCCC=C1.C=C(C)F",
  "orbital_gap_ev": 9.6,
  "e_homo_ev": -8.93,
  "lumo_ev": 0.66
}

---

[5]
{
  "formula": "C5H10N3",
  "method": "ωB97M-V with the def2-TZVPD basis set",
  "elements": ["C", "C", "C", "C", "N", "N", "C", "N", "H", "H", "H", "H", "H", "H", "H", "H", "H", "H"],
  "xyz": [[1.669, 0.498, 1.142], [1.066, -0.342, 0.097], [1.713, -1.342, -0.711], [0.739, -1.976, -1.419], [-0.459, -1.381, -1.086], [-0.223, -0.345, -0.208], [-1.584, 0.371, 0.414], [-2.124, 1.297, -0.434], [1.296, 0.171, 2.153], [2.850, 0.304, 1.061], [1.519, 1.543, 0.841], [2.708, -1.502, -0.690], [0.709, -2.841, -2.107], [-1.414, -1.431, -1.313], [-1.239, 0.871, 1.395], [-2.209, -0.446, 0.619], [-1.977, 2.306, -0.200], [-2.269, 1.039, -1.443]],
  "relative_energy_ev": 2.0344,
  "molar_mass_da": 112.16,
  "smiles": "Cc1cc[nH][n+]1CN",
  "orbital_gap_ev": 11.1,
  "charge": 1,
  "e_homo_ev": -14.26,
  "lumo_ev": -3.19
}